Density functional theory data (ωB97M-V with the def2-TZVPD basis set) for a molecular structure, C34H27AsCl2IrO5 at a distorted geometry.

Summary:
Spin multiplicity: 6
Orbital gap (alpha / beta): 6.7 / 4.3 eV
LUMO level (alpha / beta): -6.32 / -8.58 eV
F_max: 2.54 eV/A
Net charge: +2
<S²>: 8.80

Structure (XYZ):
```
70
C34H27AsCl2IrO5 | the Open Molecules 2025 dataset | ωB97M-V with the def2-TZVPD basis set
Ir -0.6334 0.3518 0.9710
Cl -4.7484 2.3336 7.0757
C -3.6528 1.7073 5.9276
C -2.8752 0.5849 6.2500
C -2.0305 0.0282 5.3218
Cl -1.0914 -1.3346 5.7110
C -1.8992 0.5704 3.9774
O -1.1558 -0.0017 3.1470
C -2.6509 1.7834 3.7183
C -2.5010 2.4884 2.4781
O -1.8206 2.1756 1.5000
C -3.5159 2.3077 4.6811
H -2.9461 0.1611 7.2405
H -3.0568 3.4377 2.4221
H -4.0848 3.1961 4.4505
C -1.0565 -6.5232 -0.7127
O 0.2271 -6.2593 -0.1771
C 0.6099 -5.0318 0.1356
C 1.8547 -4.9395 0.8144
C 2.2997 -3.7322 1.2762
C 1.5872 -2.5366 1.0600
C 2.0552 -1.2706 1.5576
C 3.3527 -1.2119 2.3141
O 1.4651 -0.1883 1.3874
C 0.3738 -2.6032 0.2812
O -0.2930 -1.5615 -0.0859
C -0.0960 -3.8666 -0.1279
H -1.1146 -7.6090 -0.7800
H -1.1812 -6.0873 -1.7077
H -1.8439 -6.1530 -0.0514
H 2.4115 -5.8513 0.9657
H 3.2149 -3.7109 1.8432
H 3.2905 -1.8356 3.2029
H 3.5487 -0.1828 2.6098
H 4.1668 -1.5762 1.6926
H -1.0201 -3.8811 -0.6828
C 1.0398 1.0501 -6.5383
C 1.9100 1.6950 -5.6743
C 1.8452 1.4615 -4.3105
C 0.8632 0.6091 -3.8221
C -0.0044 -0.0511 -4.6865
C 0.0749 0.1841 -6.0462
As 0.6048 0.2732 -1.8931
C -1.1321 1.1230 -1.6151
C -1.2420 2.4590 -1.9990
C -2.4551 3.1152 -1.8982
C -3.5727 2.4480 -1.4153
C -3.4771 1.1211 -1.0358
C -2.2617 0.4444 -1.1383
C 1.8240 1.4683 -0.9551
C 1.3678 2.4272 -0.0485
C 2.2736 3.2342 0.6193
C 3.6361 3.0716 0.4154
C 4.0955 2.1038 -0.4664
C 3.1960 1.2913 -1.1328
H 1.1285 1.2084 -7.6019
H 2.6573 2.3732 -6.0589
H 2.5275 1.9661 -3.6386
H -0.7418 -0.7407 -4.2884
H -0.5941 -0.3236 -6.7222
H -0.3769 2.9756 -2.4026
H -2.5288 4.1460 -2.2114
H -4.5223 2.9595 -1.3644
H -4.3520 0.5944 -0.6861
H -2.2360 -0.6307 -1.0004
H 0.3039 2.5925 0.1065
H 1.9167 3.9929 1.2999
H 4.3396 3.6923 0.9489
H 5.1548 1.9745 -0.6240
H 3.5479 0.5126 -1.8029
```

Density functional theory data (ωB97M-V with the def2-TZVPD basis set) for a molecular structure, C34H27AsN2O2W at a distorted geometry.

Summary:
Spin multiplicity: 1
Orbital gap: 5.7 eV
LUMO level: -14.20 eV
F_max: 1.10 eV/A
Net charge: +4

Structure (XYZ):
```
67
C34H27AsN2O2W | the Open Molecules 2025 dataset | ωB97M-V with the def2-TZVPD basis set
W -0.3893 -0.3393 0.9341
O -1.9418 -0.0688 0.0351
C -2.7631 0.8750 -0.5330
C -3.9581 0.5121 -1.0949
C -4.7363 1.5241 -1.6615
C -4.3178 2.8562 -1.6623
C -3.0962 3.1909 -1.1152
C -2.2904 2.1931 -0.5356
C -0.9857 2.5000 -0.0932
N -0.1031 1.6844 0.4397
C 1.2144 2.2707 0.7731
C 2.2847 1.1877 0.7338
N 1.6622 -0.1526 0.5684
C 2.4916 -1.0997 0.1681
C 2.1792 -2.4107 -0.2322
C 3.1906 -3.2892 -0.6728
C 2.8470 -4.5123 -1.2030
C 1.4972 -4.8708 -1.3146
C 0.4760 -4.0244 -0.8870
C 0.8408 -2.8167 -0.3453
O -0.0987 -1.9183 0.0657
H -4.2764 -0.5216 -1.1095
H -5.6816 1.2620 -2.1204
H -4.9389 3.6179 -2.1135
H -2.7461 4.2164 -1.1357
H -0.6535 3.5266 -0.2434
H 1.1518 2.7300 1.7607
H 1.4536 3.0566 0.0588
H 2.8753 1.1922 1.6506
H 2.9621 1.3551 -0.1015
H 3.5395 -0.8092 0.1008
H 4.2297 -2.9905 -0.5994
H 3.6156 -5.1886 -1.5521
H 1.2354 -5.8266 -1.7519
H -0.5659 -4.2955 -0.9921
C 0.8586 0.2924 7.9081
C 1.8574 -0.1412 7.0408
C 1.6342 -0.1533 5.6708
C 0.3759 0.2543 5.2555
C -0.6416 0.7243 6.0632
C -0.3736 0.7223 7.4282
As 0.0031 0.1746 3.3595
C -1.8403 0.6647 2.9826
C -2.3415 1.9712 3.0691
C -3.7100 2.1610 3.0219
C -4.5670 1.0666 2.8600
C -4.0722 -0.2280 2.7361
C -2.7046 -0.4366 2.8044
C -2.0205 -1.7335 2.7185
C -2.6076 -2.9804 2.5696
C -1.8045 -4.1147 2.6029
C -0.4092 -4.0361 2.7671
C 0.2012 -2.8120 2.8840
C -0.6025 -1.6464 2.8663
H 1.0473 0.3056 8.9735
H 2.8179 -0.4579 7.4250
H 2.4123 -0.4637 4.9871
H -1.5947 1.0668 5.6869
H -1.1378 1.0687 8.1116
H -1.6828 2.8152 3.2396
H -4.1195 3.1563 3.1389
H -5.6376 1.2290 2.8386
H -4.7593 -1.0560 2.6176
H -3.6807 -3.0833 2.4734
H -2.2702 -5.0897 2.5156
H 0.1800 -4.9431 2.8148
H 1.2723 -2.7478 3.0384
```

Density functional theory data (ωB97M-V with the def2-TZVPD basis set) for a molecular structure, C34H27AuI2NO3P at a distorted geometry.

Summary:
Relative energy (zero: lowest compared OMol25 entry of this formula, charge and spin): 0.00 kJ/mol
Spin multiplicity: 1
Orbital gap: 4.7 eV
LUMO level: -1.30 eV
F_max: 1.38 eV/A
Net charge: 0

Structure (XYZ):
```
69
C34H27AuI2NO3P | the Open Molecules 2025 dataset | ωB97M-V with the def2-TZVPD basis set
Au 0.4650 -1.5855 1.0716
O -3.8325 0.3249 1.9038
C -3.2245 0.9550 1.1124
O -2.0153 0.5674 0.5624
C -3.6067 2.2839 0.5516
C -4.7269 3.0052 0.9259
C -4.9035 4.2542 0.3503
C -3.9774 4.7565 -0.5627
C -2.8584 4.0278 -0.9344
C -2.6853 2.7712 -0.3716
P -1.3597 1.5635 -0.5304
C -1.3243 0.8929 -2.1656
C -0.4198 -0.1203 -2.4958
C -0.4173 -0.6251 -3.7854
C -1.2950 -0.1253 -4.7358
C -2.1925 0.8829 -4.4071
C -2.2181 1.3900 -3.1208
C 0.1307 2.2921 0.0592
C 0.4702 2.2202 1.4067
C 1.5578 2.9435 1.8581
C 2.2803 3.7351 0.9748
C 1.9345 3.7994 -0.3669
C 0.8612 3.0622 -0.8390
H -5.4215 2.6025 1.6494
H -5.7641 4.8514 0.6182
H -4.1324 5.7397 -0.9870
H -2.1390 4.4364 -1.6326
H 0.2757 -0.4988 -1.7564
H 0.2745 -1.4175 -4.0380
H -1.2844 -0.5261 -5.7411
H -2.8811 1.2653 -5.1482
H -2.9362 2.1580 -2.8679
H -0.0683 1.5601 2.0738
H 1.8567 2.8720 2.8947
H 3.1387 4.2888 1.3324
H 2.5195 4.3973 -1.0527
H 0.6124 3.0731 -1.8938
I 2.6089 -6.8141 1.1506
C 0.9662 -5.9605 2.0963
C 0.2426 -6.7095 3.0146
C -0.8659 -6.1975 3.6452
I -1.8995 -7.4230 4.9853
C -1.2704 -4.8694 3.3794
C -2.3979 -4.2615 3.9749
C -2.7237 -2.9697 3.6801
C -1.9095 -2.2562 2.7957
N -0.8548 -2.7918 2.2150
C -0.5172 -4.0907 2.4598
C 0.6327 -4.6395 1.7214
O 1.2365 -3.9749 0.8527
H 0.5586 -7.7224 3.2269
H -2.9987 -4.8354 4.6674
H -3.5841 -2.4863 4.1208
H -2.1259 -1.2272 2.5594
C 3.7890 0.8191 -2.5528
C 4.0926 0.0434 -1.2643
C 5.0101 0.8798 -0.3644
C 4.8056 -1.2664 -1.6291
C 2.8463 -0.2801 -0.5465
C 1.8605 -0.5567 0.1067
H 4.7098 0.9932 -3.1147
H 3.3377 1.7867 -2.3291
H 3.1006 0.2587 -3.1880
H 5.9480 1.1018 -0.8804
H 5.2372 0.3383 0.5539
H 4.5310 1.8202 -0.0936
H 5.7283 -1.0573 -2.1764
H 4.1639 -1.8927 -2.2494
H 5.0481 -1.8319 -0.7298
```

Density functional theory data (ωB97M-V with the def2-TZVPD basis set) for a molecular structure, C34H27F4MnN5O2S.

Summary:
Relative energy (zero: lowest compared OMol25 entry of this formula, charge and spin): 106.29 kJ/mol
Spin multiplicity: 6
Orbital gap (alpha / beta): 5.2 / 5.3 eV
LUMO level (alpha / beta): 4.24 / 4.03 eV
F_max: 0.76 eV/A
Net charge: -2
<S²>: 8.81

Structure (XYZ):
```
74
C34H27F4MnN5O2S | the Open Molecules 2025 dataset | ωB97M-V with the def2-TZVPD basis set
Mn -0.7673 -0.2018 0.1641
C 0.6880 1.9691 -2.4600
C -0.3882 1.1637 -3.1628
N -1.1701 0.2292 -2.3123
C -1.2410 -1.0835 -2.9668
C 0.1009 -1.8012 -3.0107
C -2.5039 0.8187 -2.1017
C -3.4299 0.0045 -1.2226
N -2.7920 -0.3172 0.0379
C -3.5177 -0.8125 1.0548
C -2.8823 -1.0122 2.3035
F -1.5841 -0.6586 2.3836
C -3.5051 -1.5209 3.4108
F -2.8053 -1.6661 4.5454
C -4.8436 -1.8829 3.3871
C -5.4931 -1.7055 2.1860
F -6.7960 -2.0514 2.0865
C -4.8762 -1.2007 1.0591
F -5.6327 -1.1171 -0.0650
H 1.2164 2.5803 -3.1973
H 1.4028 1.3171 -1.9636
H 0.2628 2.6361 -1.7135
H 0.0715 0.5861 -3.9669
H -1.0931 1.8488 -3.6493
H -1.6408 -0.9663 -3.9903
H -1.9525 -1.7017 -2.4262
H 0.7970 -1.3251 -3.7039
H -0.0407 -2.8354 -3.3305
H 0.5606 -1.8076 -2.0233
H -3.0101 0.9762 -3.0707
H -2.3510 1.7922 -1.6330
H -3.7646 -0.9014 -1.7485
H -4.3253 0.6161 -1.0782
H -5.3413 -2.2897 4.2533
O -1.8866 3.3311 -0.1492
C -0.9835 2.8610 0.5444
O -0.7585 1.5875 0.6154
C -0.0126 3.7804 1.2333
C -0.0623 5.0926 0.7427
C 0.7764 6.0934 1.1831
C 1.7082 5.7714 2.1745
C 1.7614 4.4988 2.6875
C 0.9132 3.4334 2.2623
S 1.0982 1.9213 3.0809
H -0.7997 5.2963 -0.0246
H 0.7161 7.0929 0.7685
H 2.3897 6.5285 2.5519
H 2.4705 4.2592 3.4707
N -0.4628 -7.6753 0.5680
C -0.5181 -6.5151 0.5098
C -0.5838 -5.1157 0.4328
C 0.4509 -4.2676 0.9403
C 0.3634 -2.9184 0.8130
N -0.6894 -2.2665 0.2072
C -1.7089 -3.0800 -0.2303
C -1.6952 -4.4362 -0.1537
H 1.3134 -4.6951 1.4340
H 1.1497 -2.2826 1.1903
H -2.5674 -2.5788 -0.6495
H -2.5438 -4.9931 -0.5285
N 9.1512 0.5920 0.3005
C 8.0092 0.4512 0.2684
C 6.5841 0.2731 0.2178
C 5.7510 1.0237 1.0503
C 4.3816 0.8555 0.9924
C 3.8204 -0.0652 0.0968
C 4.6646 -0.8242 -0.7218
C 6.0345 -0.6555 -0.6662
C 2.4037 -0.2071 0.0460
C 1.1938 -0.2014 -0.0236
H 6.1852 1.7327 1.7428
H 3.7163 1.4058 1.6490
H 4.2261 -1.5433 -1.4009
H 6.6876 -1.2397 -1.3012
```

Density functional theory data (ωB97M-V with the def2-TZVPD basis set) for a molecular structure, C34H27N6O2ReS.

Summary:
Relative energy (zero: lowest compared OMol25 entry of this formula, charge and spin): 72.81 kJ/mol
Spin multiplicity: 4
Orbital gap (alpha / beta): 6.9 / 5.7 eV
LUMO level (alpha / beta): -9.30 / -10.72 eV
F_max: 0.10 eV/A
Net charge: +3
<S²>: 3.85

Structure (XYZ):
```
71
C34H27N6O2ReS | the Open Molecules 2025 dataset | ωB97M-V with the def2-TZVPD basis set
Re 0.8174 -0.3685 -0.1609
C -3.5429 1.5861 -2.0134
O -2.3794 1.3126 -1.2122
C -1.5145 2.3327 -1.0002
C -1.5610 3.5582 -1.6531
C -0.6104 4.5301 -1.3706
C 0.3930 4.3096 -0.4349
C 0.4435 3.0954 0.2235
C -0.4965 2.1115 -0.0629
N -0.4407 0.8537 0.6479
N -1.2175 0.7400 1.6879
C -1.2301 -0.2967 2.5005
C -0.2969 -1.4101 2.4144
O 0.6136 -1.4323 1.4751
C -0.3355 -2.4325 3.3518
C -1.2769 -2.3947 4.3615
C -2.2158 -1.3471 4.5071
C -3.1427 -1.3623 5.5630
C -4.0469 -0.3306 5.7047
C -4.0336 0.7240 4.7942
C -3.1289 0.7569 3.7406
C -2.2103 -0.2742 3.5852
H -4.1102 2.4145 -1.5911
H -4.1438 0.6820 -1.9867
H -3.2634 1.8079 -3.0436
H -2.3384 3.7702 -2.3723
H -0.6665 5.4807 -1.8841
H 1.1093 5.0857 -0.2061
H 1.1905 2.9145 0.9860
H 0.3774 -3.2414 3.2749
H -1.2974 -3.2042 5.0828
H -3.1358 -2.1893 6.2618
H -4.7596 -0.3369 6.5174
H -4.7398 1.5356 4.9089
H -3.1362 1.5861 3.0475
N 3.7228 0.3472 -1.4608
C 3.7214 0.6231 -0.1013
C 4.9259 1.0089 0.4912
C 4.9592 1.2784 1.8367
C 3.7826 1.1714 2.5868
C 2.6428 0.7759 1.9532
N 2.5961 0.4826 0.6191
C 2.7212 0.4995 -2.4053
C 3.0944 0.7722 -3.7236
C 2.1227 0.9238 -4.6808
C 0.7755 0.8122 -4.3164
C 0.4746 0.5265 -3.0191
N 1.4317 0.3471 -2.0578
H 4.6485 0.3810 -1.8638
H 5.8146 1.1068 -0.1180
H 5.8855 1.5826 2.3061
H 3.7654 1.3879 3.6449
H 1.7123 0.6695 2.4917
H 4.1420 0.8808 -3.9710
H 2.3996 1.1417 -5.7040
H -0.0159 0.9412 -5.0400
H -0.5478 0.4197 -2.6837
S -2.7531 -2.9208 -1.5904
C -1.9394 -1.6295 -0.8762
N -0.6308 -1.6255 -1.0267
C -0.2000 -2.7415 -1.7564
C 1.1216 -3.0674 -2.0628
C 1.3566 -4.2207 -2.7797
C 0.2966 -5.0413 -3.1948
C -1.0117 -4.7312 -2.8919
C -1.2468 -3.5675 -2.1596
H -2.4596 -0.8422 -0.3505
H 1.9594 -2.4465 -1.7478
H 2.3707 -4.5036 -3.0261
H 0.5126 -5.9384 -3.7584
H -1.8242 -5.3715 -3.2069
```

Density functional theory data (ωB97M-V with the def2-TZVPD basis set) for a molecular structure, C34H27N6PSe2Sr at a distorted geometry.

Summary:
Spin multiplicity: 1
Orbital gap: 4.0 eV
LUMO level: -1.42 eV
F_max: 4.55 eV/A
Net charge: 0

Structure (XYZ):
```
71
C34H27N6PSe2Sr | the Open Molecules 2025 dataset | ωB97M-V with the def2-TZVPD basis set
Sr -0.7255 1.2468 -0.7045
N -0.5573 -1.9849 3.0129
C -0.4118 -1.2421 1.9037
N -1.2972 -0.2908 1.5580
C -2.2711 0.0320 2.4234
N -3.1988 0.9089 2.0425
N -2.8204 1.4355 0.9121
C -3.8374 1.8167 0.1844
C -3.7316 2.6091 -0.9627
C -4.7912 2.7867 -1.8298
C -4.5851 3.5608 -2.9549
C -3.3169 4.0164 -3.2836
C -2.3182 3.8977 -2.3316
N -2.5031 3.1091 -1.2649
C -2.4059 -0.5736 3.7479
C -3.4393 -0.2245 4.7463
C -3.3362 -0.8190 6.0222
C -2.3593 -1.8450 6.2338
C -1.5796 -2.3579 5.2174
C -1.5241 -1.6419 3.9922
H 0.1933 -2.6055 3.3003
H 0.4572 -1.4483 1.2900
H -4.8207 1.5632 0.5709
H -5.7962 2.3629 -1.5728
H -5.4469 3.7844 -3.5717
H -3.2084 4.4679 -4.2757
H -1.3423 4.4039 -2.5589
H -4.2151 0.5042 4.4847
H -3.9333 -0.4886 6.8049
H -2.3455 -2.2767 7.2447
H -0.9657 -3.2580 5.4465
Se 2.1698 1.1320 0.8454
P 3.2410 1.1074 -0.9332
Se 1.9257 0.3563 -2.5839
C 4.3177 -0.3265 -0.5383
C 4.5568 -0.6363 0.7999
C 5.6453 -1.3896 1.0091
C 6.1483 -2.1494 -0.0424
C 5.8027 -1.9488 -1.3548
C 4.8852 -0.9195 -1.6379
C 4.0503 2.5517 -1.5324
C 3.3584 3.7206 -1.7110
C 4.0852 4.8771 -2.0890
C 5.4460 4.7816 -2.1232
C 6.0936 3.5707 -2.0051
C 5.4116 2.3894 -1.8069
H 3.8697 -0.3168 1.6245
H 6.2045 -1.4225 1.9399
H 6.9338 -2.8098 0.2305
H 6.0193 -2.6420 -2.1504
H 4.4810 -0.7885 -2.6692
H 2.2415 3.7867 -1.7432
H 3.4664 5.7548 -2.3103
H 6.0861 5.6408 -2.4132
H 7.1616 3.5674 -2.1056
H 5.9452 1.4303 -1.9035
C -1.9225 -0.9866 -2.2116
C -2.2107 -2.2594 -1.7881
C -3.5630 -2.6628 -1.4405
C -3.8324 -3.8996 -0.8570
C -2.7898 -4.8225 -0.6288
C -1.4985 -4.4679 -1.0634
C -1.2145 -3.2013 -1.4521
C -3.0820 -6.1508 -0.1213
N -3.3040 -7.2147 0.2671
H -2.6529 -0.1724 -2.1279
H -0.9505 -0.6515 -2.5567
H -4.3276 -1.9574 -1.5755
H -4.8588 -4.1727 -0.5617
H -0.7411 -5.2722 -1.1466
H -0.1647 -2.8747 -1.3594
```

Density functional theory data (ωB97M-V with the def2-TZVPD basis set) for a molecular structure, C34H28AsCrN2O5S3Se.

Summary:
Relative energy (zero: lowest compared OMol25 entry of this formula, charge and spin): 124.71 kJ/mol
Spin multiplicity: 4
Orbital gap (alpha / beta): 6.2 / 6.0 eV
LUMO level (alpha / beta): 4.28 / 4.14 eV
F_max: 0.49 eV/A
Net charge: -2
<S²>: 4.17

Structure (XYZ):
```
75
C34H28AsCrN2O5S3Se | the Open Molecules 2025 dataset | ωB97M-V with the def2-TZVPD basis set
Cr 0.0833 -0.2488 0.8616
C 4.2266 -0.5326 1.9903
C 2.8068 -0.1457 1.7290
N 1.9891 -0.8647 1.0487
N 2.4719 -1.9735 0.3723
C 1.8686 -2.1004 -0.7684
S 0.6686 -1.0720 -1.4294
S 2.3867 -3.5401 -1.7048
C 1.6847 -4.8364 -0.6193
C 2.4948 -5.1467 0.6070
C 3.6803 -5.8692 0.5066
C 4.4472 -6.1376 1.6297
C 4.0317 -5.6845 2.8759
C 2.8471 -4.9697 2.9850
C 2.0801 -4.7038 1.8591
C 2.2577 1.1457 2.1423
C 2.9123 2.0446 2.8992
C 2.3562 3.3767 3.0886
C 1.0939 3.6606 2.7534
C 0.1586 2.5685 2.2930
C 0.9529 1.5242 1.5289
O 0.8543 1.4685 0.2222
H 4.3919 -1.5622 1.6837
H 4.4365 -0.4239 3.0558
H 4.9098 0.1211 1.4439
H 1.6275 -5.7110 -1.2699
H 0.6724 -4.5233 -0.3609
H 4.0133 -6.2036 -0.4705
H 5.3718 -6.6958 1.5341
H 4.6326 -5.8838 3.7556
H 2.5177 -4.6011 3.9486
H 1.1630 -4.1313 1.9458
H 3.8757 1.8095 3.3382
H 2.9906 4.1431 3.5215
H 0.6831 4.6519 2.9074
H -0.5988 2.9599 1.6047
S -0.8721 -2.5679 1.0028
C -2.5610 -2.3029 1.4012
C -2.9925 -2.2421 2.7276
C -4.3211 -1.9926 3.0348
C -5.2535 -1.8269 2.0157
C -4.8442 -1.9123 0.6936
C -3.5062 -2.1420 0.3683
As -2.8264 -2.3928 -1.4205
C -2.4917 1.3689 0.2449
C -3.6653 1.6852 0.9586
C -4.5231 2.6749 0.5080
C -4.2582 3.3766 -0.6633
C -3.0997 3.0726 -1.3740
C -2.2238 2.0965 -0.9329
C -4.2717 -1.5249 -2.4396
C -4.7219 -2.1851 -3.5865
C -5.6732 -1.6171 -4.4231
C -6.1868 -0.3599 -4.1347
C -5.7355 0.3198 -3.0100
C -4.7900 -0.2554 -2.1735
H -2.2608 -2.3665 3.5162
H -4.6217 -1.9109 4.0730
H -6.2956 -1.6382 2.2481
H -5.5772 -1.8059 -0.0974
H -3.8818 1.1214 1.8584
H -5.4211 2.8929 1.0772
H -4.9385 4.1434 -1.0143
H -2.8742 3.6095 -2.2899
H -1.3125 1.8659 -1.4706
H -4.3155 -3.1632 -3.8247
H -6.0087 -2.1522 -5.3048
H -6.9262 0.0912 -4.7866
H -6.1124 1.3108 -2.7853
H -4.4357 0.2985 -1.3127
O -1.2850 0.3130 5.2033
Se -1.3070 0.5096 3.5920
O -0.0708 -0.4439 2.9624
O -1.7044 0.4227 0.6689
O -0.4397 2.1354 3.5147
```

Question: Which of these has the lowest F_max?
Answer: C34H27N6O2ReS